Record 1
Below is C2H3N5S in the gas phase at a distorted geometry, with properties calculated with the ωB97M-V functional and the def2-TZVPD basis.

Geometry (Å):
H 3.135 0.385 -0.095
N 2.149 0.789 -0.296
C 1.514 -0.331 0.119
N 0.101 -0.257 0.073
N -0.508 -1.525 -0.120
N -1.749 -1.306 -0.178
N -1.980 -0.003 -0.074
C -0.852 0.745 -0.049
S -0.815 2.359 -0.037
H 1.901 -1.399 0.489
H -2.896 0.544 0.167

- lowest unoccupied orbital energy (eV) = 0.00
- ΔE to the lowest compared entry with this formula, charge and spin (kcal per mole) = 27.8
- HOMO (eV) = -8.86
- maximum force (Eh/bohr) = 0.130
- DFT total energy (a.u.) = -749.88527
- multiplicity = 1
- SMILES = [H]/N=C/n1nn[nH]c1=S

=====

Record 2
Below is a molecular structure, C2H3N8S at a distorted geometry, with properties calculated with the ωB97M-V functional and the def2-TZVPD basis.

Geometry (Å):
C 0.106 -1.471 -0.539
C 0.127 1.342 1.395
N 2.039 -1.977 -1.061
N 1.045 -1.158 -1.415
N 0.461 -2.441 0.367
N 1.693 -2.627 0.014
N -1.550 1.572 -1.529
N -1.032 1.949 -0.462
N -1.529 0.288 -1.745
N -1.040 1.210 0.567
S -1.510 -0.746 -0.478
H -0.037 1.003 2.519
H 0.816 0.655 0.880
H 0.413 2.402 1.488

- lowest unoccupied orbital energy (alpha / beta) (eV) = 2.72 / 2.72
- ΔE to the lowest compared entry with this formula, charge and spin (kcal per mole) = 22.3
- HOMO (alpha / beta) (eV) = -4.40 / -4.40
- maximum force (Eh/bohr) = 0.057
- DFT total energy (a.u.) = -914.10649
- total charge = -1
- multiplicity = 1

=====

Record 3
Below is 2 unconnected molecules or ions with the total composition C2H3NO at a distorted geometry, with properties calculated with the ωB97M-V functional and the def2-TZVPD basis.

Geometry (Å):
C 1.193 -0.176 -1.582
C -0.847 -0.447 0.356
N 1.461 0.934 -1.756
O 0.007 0.313 0.728
H -1.787 -0.641 0.840
H -0.811 -0.807 -0.750
H 1.554 1.903 -1.994

- lowest unoccupied orbital energy (eV) = 1.02
- ΔE to the lowest compared entry with this formula, charge and spin (kcal per mole) = 54.2
- HOMO (eV) = -9.96
- maximum force (Eh/bohr) = 0.061
- DFT total energy (a.u.) = -207.91124
- multiplicity = 1

=====

Record 4
Below is C2H3NO in the gas phase at a distorted geometry, with properties calculated with the ωB97M-V functional and the def2-TZVPD basis.

Geometry (Å):
C -0.445 0.282 -0.537
C 0.068 -0.036 0.952
N -0.345 0.213 -1.698
O 1.224 -0.586 0.812
H 0.126 0.874 1.746
H -0.741 -0.791 1.285
H 0.114 0.044 -2.560

- lowest unoccupied orbital energy (eV) = -0.15
- ΔE to the lowest compared entry with this formula, charge and spin (kcal per mole) = 84.4
- HOMO (eV) = -8.34
- maximum force (Eh/bohr) = 0.076
- DFT total energy (a.u.) = -207.86312
- multiplicity = 1

=====

Record 5
Below is C2H3NO in the gas phase at a distorted geometry, with properties calculated with the ωB97M-V functional and the def2-TZVPD basis.

Geometry (Å):
C 0.127 0.132 1.030
C -0.223 -0.216 -1.008
N 0.561 1.106 0.378
O -0.409 -0.890 0.271
H 0.289 -0.037 2.163
H -1.064 0.371 -1.212
H 0.719 -0.466 -1.623

- lowest unoccupied orbital energy (alpha / beta) (eV) = -0.22 / -0.22
- ΔE to the lowest compared entry with this formula, charge and spin (kcal per mole) = 90.5
- HOMO (alpha / beta) (eV) = -9.40 / -9.40
- maximum force (Eh/bohr) = 0.122
- DFT total energy (a.u.) = -207.85342
- multiplicity = 1

=====

Record 6
Below is 2 unconnected molecules or ions with the total composition C2H3NO at a distorted geometry, with properties calculated with the ωB97M-V functional and the def2-TZVPD basis.

Geometry (Å):
O 1.160 0.167 0.063
C 0.147 0.511 0.733
C -1.168 -0.183 -1.142
N -0.539 -1.158 -1.345
H 0.848 -0.650 -0.493
H 0.171 1.510 1.166
H -0.621 -0.196 1.018

- lowest unoccupied orbital energy (eV) = -1.61
- ΔE to the lowest compared entry with this formula, charge and spin (kcal per mole) = 81.1
- HOMO (eV) = -10.19
- maximum force (Eh/bohr) = 0.022
- DFT total energy (a.u.) = -207.86843
- multiplicity = 1

=====

Record 7
Below is 2 unconnected molecules or ions with the total composition C2H3NO2 at a distorted geometry, with properties calculated with the ωB97M-V functional and the def2-TZVPD basis.

Geometry (Å):
C 1.360 -1.112 -0.003
C -0.854 -0.522 -0.006
N -0.736 0.771 -0.160
O 2.071 -0.155 0.040
O -1.711 -1.344 0.012
H 1.657 -2.161 0.017
H 0.191 1.177 -0.132
H -1.528 1.370 -0.364

- lowest unoccupied orbital energy (eV) = 0.68
- ΔE to the lowest compared entry with this formula, charge and spin (kcal per mole) = 55.4
- HOMO (eV) = -8.05
- maximum force (Eh/bohr) = 0.077
- DFT total energy (a.u.) = -283.16975
- multiplicity = 1

=====

Record 8
Below is 2 unconnected molecules or ions with the total composition C2H3NO2 at a distorted geometry, with properties calculated with the ωB97M-V functional and the def2-TZVPD basis.

Geometry (Å):
C 0.283 -0.515 -0.901
C -0.480 -0.600 0.419
N 1.381 1.783 -0.401
O 0.277 -0.989 -1.993
O 0.756 2.172 0.544
H -0.194 -1.402 1.157
H -0.373 0.298 1.049
H -1.650 -0.747 0.125

- lowest unoccupied orbital energy (alpha / beta) (eV) = -0.56 / -0.51
- ΔE to the lowest compared entry with this formula, charge and spin (kcal per mole) = 124.6
- HOMO (alpha / beta) (eV) = -7.11 / -7.09
- maximum force (Eh/bohr) = 0.068
- DFT total energy (a.u.) = -283.05949
- multiplicity = 1

=====

Record 9
Below is 2 unconnected molecules or ions with the total composition C2H3NO2 at a distorted geometry, with properties calculated with the ωB97M-V functional and the def2-TZVPD basis.

Geometry (Å):
C -1.534 1.044 -0.083
N -1.850 0.080 0.407
O -2.284 -0.906 0.885
H -1.048 1.888 -0.600
C 1.710 -0.546 -0.171
O 1.455 0.501 -0.641
H 2.729 -0.919 0.070
H 0.822 -1.142 0.134

- lowest unoccupied orbital energy (eV) = 0.87
- ΔE to the lowest compared entry with this formula, charge and spin (kcal per mole) = 99.9
- HOMO (eV) = -9.94
- maximum force (Eh/bohr) = 0.096
- DFT total energy (a.u.) = -283.09873
- multiplicity = 1
- SMILES = C#[N+][O-].C=O

=====

Record 10
Below is a molecular structure, C2H3NO2 at a distorted geometry, with properties calculated with the ωB97M-V functional and the def2-TZVPD basis.

Geometry (Å):
C 1.204 0.171 0.009
C -0.068 -0.563 -0.113
N 0.436 1.342 0.091
O 2.344 -0.163 -0.071
O -0.858 0.711 -0.173
H -0.527 -1.158 -0.951
H -0.350 -1.093 0.825
H 0.468 2.425 0.256

- lowest unoccupied orbital energy (eV) = 0.86
- ΔE to the lowest compared entry with this formula, charge and spin (kcal per mole) = 79.3
- HOMO (eV) = -9.48
- maximum force (Eh/bohr) = 0.088
- DFT total energy (a.u.) = -283.13163
- multiplicity = 1

=====

Please write out number 7 again, unchanged.
Below is 2 unconnected molecules or ions with the total composition C2H3NO2 at a distorted geometry, with properties calculated with the ωB97M-V functional and the def2-TZVPD basis.

Geometry (Å):
C 1.360 -1.112 -0.003
C -0.854 -0.522 -0.006
N -0.736 0.771 -0.160
O 2.071 -0.155 0.040
O -1.711 -1.344 0.012
H 1.657 -2.161 0.017
H 0.191 1.177 -0.132
H -1.528 1.370 -0.364

- lowest unoccupied orbital energy (eV) = 0.68
- ΔE to the lowest compared entry with this formula, charge and spin (kcal per mole) = 55.4
- HOMO (eV) = -8.05
- maximum force (Eh/bohr) = 0.077
- DFT total energy (a.u.) = -283.16975
- multiplicity = 1